Record 1
DFT (ωB97M-V/def2-TZVPD) results for a single C5H8O2 molecule.

- SMILES string: C=C(C)[C@]1(O)CO1
- Relative energy (zero: lowest compared OMol25 entry of this formula, charge and spin): 2.398 eV
- Frontier orbital gap: 10.409 eV
- LUMO energy: 0.781 eV
- HOMO: -9.6 eV

```
! wB97M-V def2-TZVPD RIJCOSX def2/J DEFGRID3
* xyz 0 1
C -1.77614 0.25550 -0.39049
C -0.62113 -0.35406 -0.14751
C -0.29222 -1.80739 -0.44689
C 0.51673 0.39997 0.47447
O 0.50417 0.35784 1.86123
C 1.34569 1.42290 -0.16371
O 1.69031 0.06110 -0.29331
H -2.57961 -0.21863 -0.94397
H -1.94678 1.26789 -0.03373
H -0.57651 -2.08280 -1.46788
H -0.81080 -2.48214 0.24574
H 0.78283 -1.98701 -0.34484
H 0.66673 1.25466 2.18320
H 1.02792 2.00533 -1.02298
H 2.06881 1.90683 0.49068
*
```

Record 2
DFT (ωB97M-V/def2-TZVPD) results for a molecular structure, C29H47Ge2IrN3O2S2Si3.

- Relative energy (zero: lowest compared OMol25 entry of this formula, charge and spin): 0.054 eV
- Frontier orbital gap: 7.025 eV
- LUMO energy: 1.529 eV
- HOMO: -5.5 eV

```
! wB97M-V def2-TZVPD RIJCOSX def2/J DEFGRID3
* xyz -1 1
Ir 0.36225 -0.15782 -0.05789
C -2.13517 4.19819 -2.55872
Si -0.67825 3.33380 -1.71522
C 0.10120 4.59553 -0.56195
C 0.54357 2.90031 -3.06821
Ge -1.46561 1.40064 -0.51503
Si -3.16429 0.30775 -1.80298
C -4.02648 -1.08321 -0.86451
C -4.55392 1.50904 -2.24352
C -2.42302 -0.37051 -3.39215
Si -2.48958 2.24047 1.48399
C -3.84048 3.47925 1.02084
C -3.33033 0.88472 2.49516
C -1.28144 3.15434 2.60092
H -1.77397 5.15978 -2.94006
H -2.97180 4.39872 -1.88533
H -2.51334 3.62500 -3.41080
H 0.40541 5.46652 -1.15162
H 0.98107 4.18650 -0.06143
H -0.60942 4.93969 0.19378
H 0.92540 3.81723 -3.52945
H 0.07875 2.28711 -3.84510
H 1.39334 2.35048 -2.66577
H -4.45580 -0.72649 0.07391
H -3.36818 -1.92212 -0.63784
H -4.84367 -1.46594 -1.48481
H -5.07477 1.85957 -1.34964
H -5.28539 0.98774 -2.87017
H -4.20365 2.38766 -2.79170
H -1.42073 -0.76612 -3.22021
H -2.34028 0.42483 -4.13949
H -3.04025 -1.16948 -3.81425
H -4.69311 2.99127 0.54391
H -3.47020 4.24773 0.33722
H -4.20208 3.98213 1.92383
H -3.95726 0.24630 1.87022
H -3.97053 1.33777 3.25950
H -2.60733 0.24186 3.00594
H -1.00318 4.11602 2.16607
H -0.36270 2.59260 2.75996
H -1.73957 3.34452 3.57696
C 0.42680 0.08761 2.05175
C 1.39756 -0.96336 2.47243
C 2.76423 -0.84206 2.18335
C 3.66492 -1.80917 2.59262
C 3.22046 -2.91675 3.31238
C 1.86357 -3.05670 3.60284
C 0.96991 -2.09742 3.17258
C 4.15530 -3.90322 3.77189
N 4.90838 -4.68683 4.14992
H 0.83130 1.07387 2.26350
H -0.51858 -0.02543 2.58598
H 3.11233 0.02388 1.63389
H 4.71757 -1.70708 2.36379
H 1.52052 -3.92105 4.15638
H -0.08540 -2.21062 3.39616
C -1.79738 -4.04169 -1.48857
Ge -0.88307 -3.53155 0.16928
C 0.84449 -4.38806 0.47484
C -2.07844 -4.10110 1.62832
C -0.86704 -1.54491 0.28556
H -1.32551 -4.93459 -1.90174
H -1.73262 -3.25778 -2.24359
H -2.84559 -4.25678 -1.27345
H 0.94716 -5.25323 -0.18017
H 0.90472 -4.71823 1.51098
H 1.67202 -3.71467 0.26201
H -2.18014 -5.18869 1.61864
H -3.07366 -3.66139 1.51533
H -1.68100 -3.80962 2.60264
H -1.80493 -1.25302 0.79447
O 0.24946 -5.06776 -3.74160
S 1.41625 -4.39162 -3.24160
O 2.39521 -5.17628 -2.54248
N 0.98192 -3.08734 -2.33326
C 1.32975 -1.97219 -2.90043
S 1.13867 -0.38809 -2.34639
C 2.03916 -2.12683 -4.22188
C 2.54736 -1.15746 -5.07282
C 3.18752 -1.57591 -6.23143
C 3.32224 -2.92939 -6.53359
C 2.81292 -3.89989 -5.68141
C 2.17432 -3.46189 -4.53910
H 2.44780 -0.10856 -4.82753
H 3.59411 -0.83676 -6.91010
H 3.83237 -3.22650 -7.44146
H 2.91038 -4.95538 -5.89960
N 2.59388 2.20603 -0.10111
C 1.80002 1.36069 -0.08492
*
```

Record 3
DFT (ωB97M-V/def2-TZVPD) results for a molecular structure, C37H51GaN6O6P3.

- Frontier orbital gap: 8.361 eV
- LUMO energy: -8.103 eV
- HOMO: -16.5 eV

```
! wB97M-V def2-TZVPD RIJCOSX def2/J DEFGRID3
* xyz 3 1
Ga 0.66638 0.04995 1.46026
N 2.41046 0.92920 2.77737
C 3.74296 0.44368 2.48112
C 4.76549 0.46345 3.41675
C 6.04107 0.07386 3.04267
C 6.30091 -0.31292 1.72858
C 5.27200 -0.35031 0.80413
C 3.97682 0.00689 1.18877
P 2.59156 -0.09510 0.05002
C 2.80651 1.22949 -1.15389
C 2.50223 1.02575 -2.50230
C 2.77469 2.02402 -3.42966
C 3.33280 3.22610 -3.01396
C 3.61115 3.44262 -1.66765
C 3.35590 2.44490 -0.73851
C 2.63519 -1.67974 -0.79441
C 3.59612 -1.94736 -1.77456
C 3.68796 -3.21678 -2.32156
C 2.82227 -4.22322 -1.90526
C 1.85360 -3.95895 -0.94853
C 1.75859 -2.69050 -0.39322
H 2.18382 0.75527 3.74992
H 2.39959 1.93995 2.67637
H 4.57216 0.79975 4.43074
H 6.84232 0.08766 3.77409
H 7.30539 -0.58822 1.42963
H 5.47890 -0.66900 -0.21079
H 2.06898 0.08806 -2.83111
H 2.56536 1.85666 -4.48208
H 3.56345 3.99695 -3.74274
H 4.05185 4.38011 -1.34740
H 3.61407 2.60691 0.30221
H 4.26287 -1.16942 -2.12557
H 4.43978 -3.42448 -3.07257
H 2.90498 -5.21695 -2.33211
H 1.16957 -4.74105 -0.63918
H 0.99238 -2.48976 0.33895
N -1.45160 2.42245 4.17126
C -0.87129 2.38849 2.97659
N -0.31728 1.19599 2.84314
C -0.61750 0.54960 4.01341
N -1.31221 1.25985 4.85186
C -0.12042 -0.81444 4.20169
C -0.38660 -1.60603 5.30189
N 0.08091 -2.85254 5.37711
C 0.82133 -3.29905 4.36303
C 1.10171 -2.50627 3.25978
N 0.62572 -1.26292 3.18785
H -1.94522 3.18701 4.60087
H -0.86187 3.19117 2.25556
H -0.98145 -1.23055 6.12859
H 1.20053 -4.31291 4.42831
H 1.71652 -2.86244 2.44276
C -0.99958 1.67471 -4.22279
C -0.56295 2.01824 -2.82576
C -0.14476 3.46057 -2.65508
O -1.74030 1.70697 -1.94824
P -1.67846 1.54268 -0.41300
O -0.29171 1.31584 0.13437
C -2.71471 0.10623 -0.09047
P -1.72497 -1.38802 -0.12670
O -0.69018 -1.25109 0.97042
O -1.00052 -1.48343 -1.49526
C -1.45106 -2.02536 -2.82762
C -2.84288 -1.55100 -3.18108
C -1.27176 -3.52266 -2.83913
O -2.61114 -2.63043 0.03668
C -3.59417 -3.02815 1.09853
C -4.93682 -2.42363 0.76793
C -3.08223 -2.67928 2.48212
O -2.30659 2.76391 0.31904
C -3.57086 3.53838 0.04574
C -4.67841 2.66788 -0.51654
C -3.23302 4.71935 -0.82997
H -0.22924 1.99735 -4.92868
H -1.92715 2.19845 -4.47076
H -1.15535 0.59954 -4.35090
H 0.23051 1.35853 -2.49645
H -0.90717 4.13712 -3.04965
H 0.77806 3.62989 -3.21090
H 0.04529 3.70718 -1.60522
H -3.52136 0.05944 -0.82783
H -3.14196 0.20793 0.91165
H -0.73161 -1.57066 -3.49623
H -3.59154 -1.96140 -2.49656
H -3.08823 -1.91039 -4.18077
H -2.90608 -0.45880 -3.19558
H -1.99748 -4.01851 -2.19284
H -0.26131 -3.79556 -2.52603
H -1.41924 -3.88192 -3.85985
H -3.63730 -4.10425 0.98167
H -4.94921 -1.34180 0.94419
H -5.69464 -2.87446 1.41164
H -5.21827 -2.62474 -0.26810
H -3.02484 -1.59202 2.62034
H -2.09465 -3.11181 2.66069
H -3.77350 -3.07543 3.22675
H -3.84501 3.87807 1.03665
H -4.39725 2.24862 -1.48881
H -5.55802 3.29177 -0.67585
H -4.96895 1.86523 0.16761
H -3.04346 4.39915 -1.85637
H -2.36267 5.26253 -0.45547
H -4.08266 5.40436 -0.83968
*
```

Record 4
DFT (ωB97M-V/def2-TZVPD) results for 2 unconnected molecules or ions with the total composition C12H20NO3.

- Relative energy (zero: lowest compared OMol25 entry of this formula, charge and spin): 8.577 eV
- Frontier orbital gap: 8.134 eV
- LUMO energy: -5.130 eV
- HOMO: -13.3 eV

```
! wB97M-V def2-TZVPD RIJCOSX def2/J DEFGRID3
* xyz 1 1
C -5.30264 2.20864 1.43570
C -5.19390 0.58182 1.80895
C -3.64917 0.09079 2.05463
C -2.82572 -0.32538 0.70002
C -3.34764 -0.17439 -0.84952
C -2.28997 -0.63744 -2.05975
C -0.81710 -1.24412 -1.65275
N -0.40474 -1.37580 -0.20319
C -1.30239 -0.97081 0.94511
H -6.30776 2.57677 1.95411
H -4.41551 2.82454 1.88903
H -5.41274 2.37973 0.28182
H -5.74921 0.46772 2.85603
H -5.78735 -0.07955 1.04721
H -3.05412 1.00248 2.54448
H -3.61693 -0.76994 2.87984
H -4.42399 0.24016 -1.07750
H -2.67205 -0.49678 -3.17923
H -0.05769 -1.59298 -2.47932
H 0.54576 -1.74384 0.03668
H -0.90761 -1.12194 2.06050
C 2.88365 1.62031 -0.79043
C 3.12134 0.53058 -1.81861
O 4.49708 0.12738 -1.82519
C 4.86910 -0.70569 -0.82234
O 4.14301 -1.13684 0.06088
O 6.19535 -0.95665 -0.95223
C 6.73816 -1.75001 0.10038
H 3.57490 2.45589 -0.94474
H 1.85662 1.99431 -0.85085
H 3.05422 1.25278 0.22639
H 2.89994 0.91970 -2.81818
H 2.46358 -0.33115 -1.65582
H 6.17073 -2.67634 0.23525
H 6.75901 -1.17123 1.02936
H 7.76577 -2.01273 -0.16673
*
```

Record 5
DFT (ωB97M-V/def2-TZVPD) results for 2 unconnected molecules or ions with the total composition C5H13N3O2.

- SMILES string: CCN=C(N)N.CC(=O)O
- Relative energy (zero: lowest compared OMol25 entry of this formula, charge and spin): 0.890 eV
- Frontier orbital gap: 9.271 eV
- LUMO energy: 0.742 eV
- HOMO: -8.5 eV

```
! wB97M-V def2-TZVPD RIJCOSX def2/J DEFGRID3
* xyz 0 1
C 0.49811 2.65603 2.62316
C -0.36203 1.67318 1.83620
N 0.21059 1.44974 0.51521
C -0.39684 1.67460 -0.57865
N 0.39885 1.76068 -1.70874
N -1.77778 1.61518 -0.73807
H 0.95416 3.49068 2.09932
H 1.20931 2.09104 3.21032
H -0.18763 3.19657 3.29615
H -0.45372 0.70029 2.33217
H -1.38968 2.06060 1.73147
H 1.32294 1.39871 -1.50813
H 0.22493 1.30984 -2.60617
H -2.09301 1.81219 -1.68201
H -2.32413 2.05438 -0.02350
C -0.91717 -3.22446 -0.62331
C 0.49661 -2.73208 -0.63015
O 1.26054 -2.60994 -1.54893
O 0.89827 -2.43735 0.62654
H -1.10739 -3.64136 0.36585
H -1.28128 -3.73504 -1.50847
H -1.58365 -2.34856 -0.58464
H 1.74021 -2.00850 0.57730
*
```